Record 1
DFT (ωB97M-V with the def2-TZVPD basis set) results for 11 unconnected molecules or ions with the total composition C44H110O22 at a distorted geometry.

The LUMO energy comes out at 0.5 eV. For the HOMO-LUMO gap, the calculation gives 9.7221 eV. As for the SMILES: COCCOC.COCCOC.COCCOC.COCCOC.COCCOC.COCCOC.COCCOC.COCCOC.COCCOC.COCCOC.COCCOC. The molar mass is 991.34 g/mol. Its energy above the lowest of the compared OMol25 structures with the same formula, charge and spin is 16.68 kcal per mole.

The geometry in XYZ format:
```
176
Properties=species:S:1:pos:R:3:lowdin_charge:R:1
C -3.124 6.485 6.452 -0.1105
O -2.618 5.802 5.342 -0.2208
C -3.103 4.488 5.239 -0.2102
C -2.228 3.575 4.394 -0.2084
O -0.894 3.458 4.808 -0.1796
C -0.069 4.585 4.623 -0.0902
H -2.914 5.977 7.403 0.0920
H -4.220 6.585 6.411 0.0924
H -2.687 7.480 6.476 0.0894
H -4.142 4.482 4.871 0.1308
H -3.171 4.026 6.238 0.1275
H -2.362 3.783 3.321 0.1094
H -2.659 2.584 4.572 0.1094
H -0.296 5.442 5.255 0.0771
H -0.193 4.974 3.602 0.0866
H 0.974 4.301 4.743 0.0835
C 1.376 4.459 -0.152 -0.0838
O 0.801 5.251 0.866 -0.1695
C 1.111 6.606 0.700 -0.2326
C 0.515 7.415 1.812 -0.1942
O 1.164 7.056 3.023 -0.2019
C 0.951 7.956 4.062 -0.1261
H 1.561 5.010 -1.076 0.0955
H 0.733 3.609 -0.390 0.0622
H 2.321 4.031 0.210 0.0750
H 0.741 7.026 -0.248 0.1314
H 2.199 6.769 0.693 0.1360
H -0.562 7.213 1.895 0.1212
H 0.686 8.491 1.680 0.1296
H -0.125 8.070 4.261 0.0893
H 1.335 8.949 3.783 0.0890
H 1.454 7.617 4.963 0.0897
C 5.250 0.469 2.871 -0.1062
O 4.983 1.650 2.162 -0.1682
C 3.619 1.957 2.013 -0.2000
C 2.864 2.188 3.289 -0.2084
O 2.544 0.954 3.910 -0.2125
C 1.844 1.130 5.117 -0.1063
H 6.304 0.210 2.822 0.0894
H 4.565 -0.317 2.534 0.0789
H 5.059 0.616 3.946 0.0883
H 3.146 1.085 1.527 0.1215
H 3.532 2.819 1.355 0.1080
H 1.929 2.750 3.133 0.1182
H 3.441 2.833 3.973 0.1385
H 0.893 1.672 5.050 0.0729
H 2.460 1.664 5.858 0.0936
H 1.663 0.127 5.506 0.0887
C 2.053 0.582 -8.469 -0.1074
O 1.295 0.992 -7.347 -0.1702
C 0.874 -0.077 -6.532 -0.2196
C 1.858 -0.459 -5.451 -0.2106
O 1.988 0.570 -4.498 -0.1686
C 3.251 0.645 -3.905 -0.1183
H 1.399 0.428 -9.332 0.0880
H 2.607 -0.342 -8.270 0.0813
H 2.800 1.346 -8.681 0.0871
H 0.747 -0.979 -7.155 0.1141
H -0.138 0.107 -6.165 0.1287
H 2.823 -0.629 -5.949 0.1134
H 1.516 -1.417 -5.038 0.1215
H 3.353 1.571 -3.346 0.0881
H 4.066 0.613 -4.645 0.0938
H 3.440 -0.215 -3.250 0.0699
C -3.050 -2.928 -2.972 -0.1035
O -2.470 -3.140 -4.243 -0.2069
C -2.959 -4.294 -4.879 -0.2113
C -2.168 -4.548 -6.153 -0.2165
O -2.527 -3.749 -7.246 -0.1731
C -2.115 -2.393 -7.159 -0.0962
H -2.633 -2.012 -2.563 0.0841
H -2.854 -3.793 -2.325 0.0791
H -4.139 -2.811 -3.045 0.0910
H -3.992 -4.111 -5.214 0.1352
H -2.940 -5.159 -4.205 0.1219
H -2.394 -5.591 -6.394 0.1282
H -1.097 -4.438 -5.952 0.1156
H -1.346 -2.290 -6.391 0.0697
H -2.969 -1.742 -6.975 0.0912
H -1.664 -2.099 -8.111 0.0847
C 3.612 -3.082 -2.415 -0.1181
O 3.350 -2.690 -3.726 -0.2151
C 4.300 -3.187 -4.644 -0.1821
C 4.303 -4.711 -4.758 -0.2042
O 5.276 -5.180 -3.843 -0.1959
C 5.300 -6.578 -3.705 -0.1061
H 4.520 -2.585 -2.047 0.1025
H 3.685 -4.156 -2.224 0.0903
H 2.827 -2.787 -1.710 0.0822
H 5.300 -2.858 -4.328 0.1340
H 4.078 -2.735 -5.611 0.1185
H 4.608 -5.005 -5.767 0.1345
H 3.274 -4.939 -4.453 0.1180
H 6.192 -6.874 -3.158 0.0893
H 5.308 -7.037 -4.702 0.0866
H 4.440 -6.965 -3.142 0.0835
C -4.851 -0.420 2.864 -0.0938
O -5.205 -0.754 4.189 -0.1574
C -4.146 -0.596 5.072 -0.2476
C -4.374 -1.309 6.363 -0.2627
O -4.710 -2.638 6.212 -0.1570
C -5.270 -3.182 7.390 -0.1004
H -4.672 0.666 2.855 0.0875
H -5.622 -0.714 2.161 0.0895
H -3.909 -0.894 2.561 0.0813
H -3.907 0.471 5.232 0.1206
H -3.192 -0.962 4.646 0.1196
H -5.109 -0.752 6.982 0.1287
H -3.498 -1.164 7.025 0.1316
H -5.229 -4.263 7.298 0.0879
H -6.284 -2.789 7.518 0.0927
H -4.696 -2.904 8.285 0.0870
C 3.810 -3.623 3.581 -0.1179
O 3.105 -3.676 2.369 -0.1717
C 2.219 -2.590 2.172 -0.2079
C 0.780 -3.031 1.995 -0.2273
O 0.567 -3.516 0.706 -0.1746
C -0.626 -4.278 0.638 -0.0899
H 4.571 -2.833 3.565 0.0802
H 4.345 -4.569 3.669 0.0864
H 3.156 -3.503 4.449 0.0891
H 2.518 -2.069 1.245 0.1236
H 2.300 -1.759 2.885 0.1143
H 0.146 -2.168 2.243 0.1132
H 0.629 -3.795 2.773 0.1323
H -0.611 -4.796 -0.319 0.0650
H -1.453 -3.583 0.809 0.0948
H -0.663 -5.080 1.387 0.0893
C -4.144 7.244 2.783 -0.1069
O -3.962 7.546 1.418 -0.1700
C -4.119 6.434 0.573 -0.2039
C -2.890 5.528 0.595 -0.1892
O -2.984 4.548 -0.438 -0.1900
C -3.890 3.505 -0.181 -0.1170
H -4.143 8.187 3.328 0.0922
H -3.350 6.609 3.196 0.0663
H -5.082 6.714 3.002 0.0936
H -4.168 6.809 -0.448 0.1355
H -5.006 5.830 0.790 0.1181
H -2.703 4.983 1.529 0.1031
H -2.011 6.115 0.332 0.1180
H -3.681 2.779 -0.963 0.0907
H -4.945 3.783 -0.116 0.0823
H -3.667 3.016 0.785 0.0824
C 0.488 -0.744 -1.718 -0.0744
O 0.679 -0.423 -0.366 -0.1732
C 0.465 0.888 0.070 -0.2071
C -0.992 1.275 0.235 -0.1975
O -1.699 0.527 1.195 -0.1550
C -1.216 0.709 2.496 -0.1133
H 1.394 -0.462 -2.272 0.0732
H -0.293 -0.159 -2.224 0.0932
H 0.277 -1.803 -1.825 0.0729
H 1.013 1.638 -0.519 0.1158
H 0.930 0.868 1.063 0.1098
H -1.455 1.101 -0.742 0.1240
H -1.089 2.346 0.458 0.1174
H -0.485 -0.069 2.762 0.0823
H -1.961 0.475 3.270 0.0628
H -0.879 1.703 2.809 0.0859
C 2.230 -7.296 -5.726 -0.0704
O 1.618 -8.132 -4.750 -0.1781
C 1.189 -7.530 -3.567 -0.2128
C 0.030 -6.566 -3.797 -0.2138
O 0.386 -5.248 -4.164 -0.2043
C 0.432 -4.421 -3.006 -0.0886
H 3.192 -6.918 -5.399 0.0427
H 1.504 -6.510 -5.963 0.0876
H 2.291 -7.895 -6.633 0.0946
H 1.970 -7.002 -2.993 0.1177
H 0.850 -8.335 -2.913 0.1280
H -0.634 -6.531 -2.922 0.1219
H -0.577 -7.009 -4.596 0.1312
H 0.978 -4.919 -2.195 0.0911
H -0.598 -4.256 -2.677 0.0675
H 0.956 -3.490 -3.204 0.0696
```

---

Record 2
DFT (ωB97M-V with the def2-TZVPD basis set) results for C19H27N5O4S in the gas phase.

The LUMO energy comes out at 0.1 eV. For the HOMO-LUMO gap, the calculation gives 8.5117 eV. As for the SMILES: CCc1cnn2ccc(C(=O)N(C)[C@H](C)CNC(=O)[C@]3(C)CCCS3(=O)=O)nc12. The molar mass is 421.52 g/mol. Its energy above the lowest of the compared OMol25 structures with the same formula, charge and spin is 53.12 kcal per mole.

The geometry in XYZ format:
```
56
Properties=species:S:1:pos:R:3:lowdin_charge:R:1
C 3.782 -1.620 -4.087 -0.0963
C 2.828 -1.586 -5.281 -0.2048
C 2.389 -0.198 -5.627 -0.1754
C 2.716 0.591 -6.736 -0.0889
N 2.164 1.805 -6.718 0.0821
N 1.465 1.819 -5.578 -0.0759
C 0.711 2.849 -5.116 0.0046
C 0.064 2.683 -3.940 0.0185
C 0.218 1.445 -3.247 -0.1751
C -0.598 1.266 -1.985 -0.3968
O -1.678 1.845 -1.926 0.0560
N -0.133 0.470 -1.002 -0.0472
C 1.259 0.065 -0.841 -0.0280
C -1.020 0.130 0.120 -0.3117
C -2.272 -0.620 -0.314 -0.0259
C -1.334 1.370 0.969 -0.1081
N -1.704 0.996 2.324 0.0941
C -0.764 0.548 3.184 -0.4793
O 0.429 0.593 2.941 0.0790
C -1.298 -0.027 4.502 -0.4281
C -2.321 0.896 5.164 -0.0400
C -0.164 -0.397 5.462 -0.1510
C -0.637 -1.576 6.316 -0.1992
C -1.172 -2.614 5.336 -0.2092
S -2.072 -1.655 4.119 0.7240
O -3.467 -1.601 4.483 -0.3020
O -1.703 -2.071 2.789 -0.2970
N 0.933 0.452 -3.695 0.2095
C 1.568 0.629 -4.876 -0.2046
H 4.081 -2.643 -3.853 0.0688
H 4.682 -1.039 -4.292 0.0757
H 3.301 -1.195 -3.205 0.0550
H 3.307 -2.032 -6.155 0.1067
H 1.950 -2.197 -5.059 0.1112
H 3.344 0.321 -7.572 0.1121
H 0.683 3.732 -5.737 0.1324
H -0.573 3.449 -3.529 0.1152
H 1.914 0.655 -1.471 0.0794
H 1.540 0.222 0.202 0.0905
H 1.395 -0.989 -1.093 0.0927
H -0.431 -0.538 0.749 0.1280
H -2.804 -0.970 0.571 0.0692
H -2.924 0.014 -0.910 0.0754
H -2.001 -1.499 -0.900 0.0898
H -0.450 2.004 1.027 0.1334
H -2.145 1.942 0.526 0.1243
H -2.673 0.814 2.524 0.1385
H -1.878 1.886 5.275 0.1031
H -3.241 0.984 4.590 0.0796
H -2.595 0.519 6.149 0.0888
H 0.712 -0.677 4.877 0.1238
H 0.108 0.469 6.065 0.1325
H 0.174 -1.988 6.914 0.1183
H -1.430 -1.270 7.002 0.1133
H -0.370 -3.124 4.804 0.1109
H -1.866 -3.336 5.760 0.1084
```

---

Record 3
DFT (ωB97M-V with the def2-TZVPD basis set) results for a molecular structure, C36H32BiClP2 at a distorted geometry.

The LUMO energy (spin up / spin down) comes out at -7.6 / -8.1 eV. For the HOMO-LUMO gap (spin up / spin down), the calculation gives 6.1532 / 5.8249 eV. The total charge is +2. The molar mass is 771.03 g/mol. Its energy above the lowest of the compared OMol25 structures with the same formula, charge and spin is 45.55 kcal per mole.

The geometry in XYZ format:
```
72
Properties=species:S:1:pos:R:3:lowdin_charge:R:1
Bi 0.102 1.304 -0.094 1.0633
Cl 0.650 -1.187 0.059 -0.1371
P 2.347 2.063 -1.235 0.9322
C 2.526 3.653 -0.386 -0.4044
C 2.731 4.869 -1.056 -0.0565
C 2.413 6.059 -0.402 -0.0454
C 1.980 6.061 0.929 -0.0407
C 1.877 4.856 1.634 -0.0594
C 2.158 3.657 0.984 -0.1838
C 3.712 1.039 -0.572 -0.3635
C 3.849 -0.278 -1.057 -0.1259
C 4.983 -1.026 -0.754 -0.0547
C 5.977 -0.485 0.086 -0.0377
C 5.755 0.760 0.699 -0.0559
C 4.660 1.546 0.338 -0.0751
C 2.489 2.074 -3.047 -0.3448
C 1.428 1.566 -3.819 -0.1083
C 1.463 1.601 -5.203 -0.0532
C 2.598 2.093 -5.849 -0.0375
C 3.659 2.606 -5.102 -0.0429
C 3.612 2.608 -3.704 -0.0677
H 3.063 -0.704 -1.695 0.0907
H 5.126 -2.015 -1.198 0.1191
H 6.906 -1.047 0.280 0.1246
H 6.469 1.149 1.427 0.1180
H 4.559 2.577 0.702 0.1055
H 3.079 4.880 -2.101 0.1134
H 2.447 7.004 -0.943 0.1216
H 1.691 6.986 1.431 0.1223
H 1.538 4.831 2.682 0.1252
H 2.020 2.715 1.538 0.0797
H 0.541 1.196 -3.312 0.0456
H 0.601 1.261 -5.775 0.1199
H 2.637 2.094 -6.937 0.1229
H 4.519 3.037 -5.610 0.1218
H 4.420 3.051 -3.125 0.1177
H -0.610 2.477 -1.231 -0.0849
H -0.593 1.415 -1.793 -0.0680
C -2.165 -6.008 3.860 -0.0225
C -1.665 -6.007 2.544 -0.0488
C -1.711 -4.864 1.751 -0.0749
C -2.221 -3.667 2.298 -0.3549
C -2.804 -3.661 3.574 -0.0598
C -2.773 -4.834 4.337 -0.0464
P -2.052 -2.196 1.253 1.1419
C -3.149 -2.660 -0.086 -0.3925
C -2.711 -2.348 -1.380 -0.1036
C -3.461 -2.751 -2.473 -0.0623
C -4.689 -3.402 -2.284 -0.0411
C -5.164 -3.643 -0.986 -0.0427
C -4.393 -3.264 0.119 -0.0810
C -2.883 -0.865 2.152 -0.3770
C -4.152 -0.383 1.818 -0.0592
C -4.665 0.712 2.518 -0.0463
C -3.900 1.347 3.495 -0.0471
C -2.602 0.914 3.772 -0.0668
C -2.076 -0.179 3.095 -0.1161
H -2.141 -6.917 4.474 0.1259
H -1.259 -6.922 2.135 0.1143
H -1.355 -4.877 0.719 0.1170
H -3.274 -2.747 3.943 0.1107
H -3.259 -4.835 5.312 0.1177
H -1.776 -1.810 -1.536 0.0659
H -3.114 -2.555 -3.483 0.1127
H -5.308 -3.691 -3.146 0.1235
H -6.138 -4.120 -0.824 0.1230
H -4.763 -3.431 1.136 0.1243
H -4.709 -0.859 1.010 0.1058
H -5.671 1.057 2.275 0.1216
H -4.331 2.179 4.048 0.1200
H -2.009 1.428 4.521 0.1142
H -1.039 -0.483 3.247 0.1080
```

---

Record 4
DFT (ωB97M-V with the def2-TZVPD basis set) results for 2 unconnected molecules or ions with the total composition C7H17N at a distorted geometry.

The LUMO energy comes out at 0.9 eV. For the HOMO-LUMO gap, the calculation gives 10.1152 eV. As for the SMILES: CC(C)(C)C.[H]/N=C/C. The molar mass is 115.22 g/mol. Its energy above the lowest of the compared OMol25 structures with the same formula, charge and spin is 54.06 kcal per mole.

The geometry in XYZ format:
```
25
Properties=species:S:1:pos:R:3:lowdin_charge:R:1
C -0.951 0.618 -0.577 -0.5534
C -1.888 1.062 0.536 -0.0835
C -1.670 0.518 -1.912 -0.0909
C -0.586 -1.161 -0.205 -0.0055
C 0.270 1.446 -0.647 -0.1021
H -2.752 0.406 0.612 0.0761
H -1.365 1.075 1.491 0.0742
H 0.998 1.149 0.218 0.0456
H -2.487 -0.202 -1.863 0.0757
H -2.081 1.489 -2.194 0.0856
H -0.991 0.199 -2.701 0.0778
H -1.620 -1.498 -0.170 0.0391
H -0.264 -1.581 0.740 0.0218
H -0.099 -1.523 -1.106 0.0557
H 0.836 1.310 -1.566 0.0789
H 0.089 2.505 -0.468 0.0801
H -2.254 2.071 0.340 0.0809
C 2.501 -1.645 0.604 -0.0928
C 1.764 -0.794 1.583 -0.3142
N 1.863 0.485 1.528 0.0494
H 1.404 0.962 2.303 0.0665
H 1.184 -1.313 2.351 0.1086
H 1.940 -2.545 0.361 0.0666
H 2.707 -1.084 -0.305 0.0811
H 3.452 -1.949 1.046 0.0786
```